C36H64Cl8O14S3 | wB97M-V/def2-TZVPD

Structure (XYZ):
```
125
Properties=species:S:1:pos:R:3:forces:R:3:mulliken_charge:R:1
C -5.920781 -31.490697 9.473711 -0.1 0.7 -0.5 -0.324
C -4.934930 -32.386341 10.202961 -0.2 -0.8 -0.1 0.532
C -5.528280 -33.799093 10.204471 -0.5 0.7 0.2 1.123
S -7.351450 -33.564690 10.371316 1.2 0.4 -0.2 1.142
O -7.762151 -33.837802 11.723207 -0.1 0.1 -0.1 -0.734
O -7.970901 -34.265177 9.271069 -0.3 0.4 0.2 -0.572
C -7.305361 -31.716444 10.091256 0.2 -0.8 0.7 -1.138
H -5.891349 -31.687425 8.400398 -0.2 -0.4 0.1 -0.319
H -5.533125 -30.470492 9.515338 -0.5 0.2 0.4 0.637
H -4.770451 -32.045668 11.225910 0.0 0.2 0.0 0.303
H -3.997172 -32.392527 9.645918 -0.7 -0.2 0.6 -1.010
H -5.218713 -34.413698 11.045850 0.0 -0.2 -0.2 0.670
H -5.319430 -34.246228 9.234799 -0.2 -0.3 0.2 -1.397
H -7.345787 -31.271540 11.086786 0.1 -0.2 0.1 0.421
H -8.243209 -31.427437 9.621852 0.3 0.0 -0.6 0.513
C -0.673878 -34.018689 12.033646 0.0 0.6 -0.3 0.172
C 0.215353 -33.508475 13.192639 -0.6 0.2 -0.3 -0.757
C -0.399271 -32.200808 13.717395 -0.7 -0.2 0.0 -0.766
S -2.063186 -32.013689 12.934485 1.2 -0.4 -0.6 1.093
O -1.898201 -31.221328 11.701915 -0.1 0.1 3.9 -0.576
O -3.073795 -31.722747 13.915257 0.1 0.3 -0.3 -0.715
C -2.147739 -33.738224 12.408587 1.5 -0.4 0.8 -0.368
H -0.425187 -35.049757 11.787919 -0.3 -0.1 0.1 0.503
H -0.464668 -33.413440 11.147544 0.2 -0.1 -0.1 -0.514
H 1.215848 -33.303297 12.821049 0.1 -0.3 0.1 0.399
H 0.252570 -34.233609 14.003943 0.1 -0.1 -0.1 0.288
H 0.264536 -31.370184 13.496076 -0.5 0.4 0.0 0.401
H -0.657720 -32.238221 14.774074 0.3 0.1 0.1 0.394
H -2.882444 -33.950433 11.639415 -0.2 0.2 0.0 -0.203
H -2.294283 -34.294524 13.338040 -0.7 0.0 -0.1 0.603
C -2.853541 -35.114662 7.972284 -0.5 -0.7 0.4 0.883
C -3.390022 -36.019953 6.853191 1.2 -0.8 0.8 0.912
C -2.393119 -37.208454 6.732961 0.8 0.9 -0.3 -0.066
S -0.800244 -36.591162 7.460283 -1.5 0.2 1.4 0.147
O 0.321361 -36.574463 6.529528 -3.4 -2.6 0.3 -0.466
O -0.664148 -37.254455 8.753741 0.5 0.0 -0.7 -0.319
C -1.362160 -34.911803 7.822050 -0.3 -0.7 -0.3 -1.449
H -2.964195 -35.561410 8.964034 -0.6 -0.1 -0.1 -0.315
H -3.316318 -34.127559 7.892211 -0.1 -2.0 0.6 -0.926
H -3.430841 -35.466012 5.913737 0.6 -0.4 0.4 -1.242
H -4.421145 -36.343401 6.984595 0.5 -0.3 0.6 1.187
H -2.180449 -37.440936 5.689077 0.0 0.6 1.7 -1.473
H -2.540239 -38.156692 7.244836 -0.6 0.2 0.4 0.844
H -1.082695 -34.338085 6.935052 -0.5 -0.1 2.0 0.521
H -0.925851 -34.536611 8.743554 0.4 -0.3 0.1 0.778
O -1.683993 -41.130715 9.779874 0.3 0.0 -0.1 -0.616
C -2.604988 -41.495732 9.107662 0.1 -0.2 0.3 0.414
O -3.572667 -40.639773 8.738370 -0.4 0.6 -0.4 -0.113
C -4.607600 -41.271292 7.969736 0.2 -1.3 0.3 -0.446
C -4.004898 -42.650129 7.594857 -0.8 -0.3 -0.3 -0.576
C -2.939665 -42.893449 8.637871 0.8 0.4 -0.4 -0.475
H -4.883515 -40.644159 7.126720 0.2 0.0 0.0 0.281
H -5.494267 -41.447418 8.582002 0.1 0.4 0.3 0.345
H -3.601912 -42.609425 6.585905 0.3 0.0 0.1 0.225
H -4.712086 -43.480739 7.618413 -0.4 0.3 -0.1 0.409
H -2.072535 -43.371700 8.185592 0.2 0.1 0.2 0.261
H -3.208181 -43.480062 9.516771 -0.3 0.0 -0.1 0.325
O -5.344606 -35.965864 5.060917 -0.1 -0.2 -0.4 -0.607
C -5.583866 -34.949633 5.640855 -1.7 0.7 -0.6 0.275
O -5.021692 -33.768964 5.269100 0.3 -0.5 -0.6 -0.269
C -5.628401 -32.679032 5.965362 -0.3 -0.5 1.2 0.910
C -6.973291 -33.239424 6.390262 0.2 1.1 0.7 -0.811
C -6.652960 -34.688584 6.712907 -0.3 -0.3 -1.5 -0.025
H -5.716649 -31.775297 5.372326 0.3 -0.2 -0.3 0.416
H -4.996802 -32.539755 6.847629 -0.4 0.6 -0.5 -0.892
H -7.673583 -33.148359 5.558834 -0.1 -0.3 0.0 0.348
H -7.365473 -32.610715 7.191178 -0.2 -0.4 0.1 0.442
H -7.536968 -35.274764 6.466176 0.2 -0.4 0.2 0.609
H -6.311083 -35.013106 7.691296 0.0 0.5 0.1 -0.142
O -3.261759 -32.674792 7.616366 0.2 2.6 0.1 0.448
C -2.312792 -32.156333 8.145769 1.2 1.2 -0.4 -0.174
O -1.087477 -32.248757 7.541359 -1.2 0.9 0.5 -0.303
C -0.157128 -31.634191 8.411173 2.8 -0.8 0.6 -0.190
C -0.813590 -30.650599 9.313182 -2.0 0.9 -0.9 -0.775
C -2.207035 -31.287803 9.401664 -0.8 -0.6 -1.9 -0.037
H 0.700213 -31.277000 7.837990 -0.3 0.2 -0.2 0.520
H 0.268166 -32.418220 9.056972 0.0 -0.2 -0.2 -0.134
H -0.998031 -29.702265 8.796902 0.5 0.1 0.0 0.304
H -0.324175 -30.440661 10.257395 0.0 -0.3 -0.1 0.337
H -3.066744 -30.620017 9.308773 0.3 0.4 0.1 0.336
H -2.432499 -31.806995 10.334837 0.4 -0.3 -1.3 -0.269
O -1.614092 -41.175533 6.053532 0.4 -0.2 -0.4 -0.568
C -1.408833 -40.169233 5.436677 -0.7 0.8 1.2 0.314
O -2.352538 -39.670485 4.600667 -0.6 0.2 -0.2 -0.411
C -1.984479 -38.377078 4.079489 0.0 -1.1 -2.0 -0.097
C -0.503551 -38.288429 4.363147 0.2 1.2 0.3 -0.222
C -0.332186 -39.104289 5.622020 0.0 -1.6 -0.5 0.708
H -2.616497 -37.565017 4.443160 -0.2 -0.6 -0.6 0.115
H -2.154508 -38.428209 3.003080 -0.1 0.0 0.0 0.477
H -0.209210 -37.260656 4.570647 0.2 -0.1 -0.5 -0.130
H 0.006853 -38.680270 3.484611 0.4 -0.1 0.3 0.493
H -0.598947 -38.563357 6.532862 0.4 -0.8 -0.5 -0.776
H 0.633701 -39.585943 5.757910 0.1 0.2 0.1 0.630
Cl 2.725138 -36.362441 12.105793 0.1 0.3 0.1 -0.219
C 2.567754 -37.452325 10.721318 -1.0 -2.8 3.1 -0.106
C 1.360003 -38.389637 10.835407 1.2 -0.2 0.7 0.022
Cl 1.440056 -39.317775 12.388672 -0.1 -0.2 0.1 -0.242
H 3.465495 -38.056625 10.605342 0.2 -0.1 0.5 0.493
H 2.516016 -36.879469 9.795773 -2.6 -2.1 6.2 -0.200
H 1.487348 -39.154288 10.073691 -0.5 0.1 -0.2 0.290
H 0.371081 -37.953471 10.862307 0.1 0.3 -0.5 -0.213
Cl -4.250596 -37.254494 10.860566 -0.6 0.3 -0.7 -0.093
C -3.410160 -37.928910 12.228325 1.2 0.1 1.1 -0.246
C -2.805987 -39.288123 11.969340 0.2 -0.3 0.1 -0.036
Cl -4.037736 -40.552706 11.932395 -0.7 -0.4 0.1 -0.216
H -4.043663 -37.897625 13.113250 -0.3 -0.3 -0.2 0.506
H -2.602118 -37.235088 12.476849 0.1 -0.1 -0.2 -0.121
H -2.136935 -39.607177 12.768120 0.0 0.4 0.1 0.454
H -2.253427 -39.402834 11.038555 -0.1 0.4 -0.1 -0.204
Cl 3.327493 -33.174085 8.130733 0.3 -0.1 0.0 -0.247
C 2.847438 -34.348419 6.835506 -0.7 0.4 1.0 -0.315
C 2.034520 -35.483912 7.414131 2.4 1.3 -1.3 1.510
Cl 2.907606 -36.395310 8.633991 2.4 4.1 -8.6 -0.288
H 3.730291 -34.721939 6.328397 0.1 0.3 -0.1 0.462
H 2.180717 -33.723133 6.247948 0.2 -0.3 -0.6 0.171
H 1.844588 -36.220679 6.631618 1.2 1.0 0.5 0.136
H 1.068175 -35.146907 7.782146 0.8 0.2 0.5 -1.248
Cl -3.229812 -31.536677 4.149959 0.0 0.3 -0.1 -0.185
C -1.752485 -32.528709 4.207755 -0.1 -0.2 -0.2 -0.369
C -2.071772 -33.885425 4.813332 0.6 1.2 0.0 1.371
Cl -0.496305 -34.609207 5.262012 0.2 0.6 -3.9 -0.264
H -1.036954 -32.052677 4.873035 -0.1 0.2 -0.1 0.123
H -1.377933 -32.558193 3.188013 0.2 -0.2 0.1 0.434
H -2.626319 -34.575563 4.186343 0.0 0.1 -0.1 0.651
H -2.587191 -33.662886 5.746193 0.0 -0.4 -0.2 -1.512
```
Positions in Å, forces in eV/Å.

Kohn-Sham gap ... 8.77 eV
F_max ... 9.856 eV/A

=====

C36H65BHfI2N5O3P2S4 | wB97M-V/def2-TZVPD

Structure (XYZ):
```
119
Properties=species:S:1:pos:R:3:forces:R:3:mulliken_charge:R:1
Hf -13.274498 -9.360862 14.388417 -0.8 -0.8 0.5 -0.678
C -15.192995 -7.624719 21.034128 -0.8 0.5 0.3 -2.048
C -15.714772 -7.031036 19.693533 1.0 0.1 0.3 1.850
C -16.362164 -5.654109 20.021801 -0.3 -0.7 -1.1 -1.680
C -16.754990 -7.995035 19.052836 -0.4 -0.1 2.0 -1.086
P -14.140541 -7.060140 18.492222 -1.0 0.5 0.4 0.266
C -14.645497 -5.786726 17.196622 0.7 0.0 0.5 0.223
N -15.986490 -5.886159 16.583912 1.6 -1.9 0.5 0.889
B -16.730345 -7.024681 16.038029 -1.6 4.9 -0.6 0.516
N -17.944251 -6.442059 15.428675 0.6 -3.1 -0.8 0.567
C -19.027680 -6.988233 14.535757 0.5 -0.6 0.8 -1.974
P -18.855228 -8.750463 13.804515 0.3 0.8 0.4 -0.014
C -20.111635 -9.628910 14.861567 -1.0 -0.7 -0.6 2.093
C -19.585498 -9.585805 16.288771 0.3 0.0 0.1 -0.925
C -20.239168 -11.121334 14.408820 0.4 0.8 -0.1 -1.470
C -21.519560 -8.962692 14.793784 -0.2 -0.3 0.9 -1.813
C -19.521393 -8.581428 11.976184 0.2 0.0 0.3 2.583
C -19.441992 -7.086486 11.531579 0.7 -0.3 0.3 -2.126
C -18.553185 -9.495412 11.154030 -1.0 -0.9 -0.2 -1.588
C -20.971671 -9.061261 11.753707 0.9 -0.9 -0.4 -2.059
C -17.806130 -5.061602 15.502556 0.3 1.1 0.9 0.250
C -18.750549 -4.103977 15.131402 0.3 0.1 0.3 -0.586
C -18.522767 -2.772141 15.502504 0.7 -1.0 -0.2 -0.920
C -17.342498 -2.408606 16.164273 0.3 -0.4 0.0 -0.777
C -16.364706 -3.360874 16.527441 -0.7 0.5 -0.5 -0.873
C -16.624887 -4.691065 16.210804 -1.5 -0.9 -0.6 0.516
C -12.619221 -6.102970 19.296670 -1.1 -0.1 0.0 1.764
C -11.838327 -7.068271 20.247330 -1.0 0.0 -0.2 -1.475
C -13.126871 -4.800015 20.009388 0.9 -0.9 -0.2 -1.630
C -11.623567 -5.710442 18.206432 -0.1 0.2 -0.4 -1.662
H -16.032571 -7.933678 21.693159 0.3 0.3 -0.4 0.506
H -14.536357 -6.953560 21.605869 -0.4 0.2 -0.3 0.348
H -14.599083 -8.487097 20.883823 0.5 -1.2 -0.3 0.532
H -17.315244 -5.779882 20.564266 0.3 -0.2 -0.2 0.441
H -16.584887 -5.134189 19.080958 -0.1 0.1 0.3 0.299
H -15.721677 -5.036238 20.623785 0.2 0.2 0.2 0.387
H -17.172404 -8.594377 19.925326 0.2 0.5 -1.2 0.577
H -16.407210 -8.722048 18.342695 0.8 -0.5 -0.3 -0.285
H -17.592095 -7.505370 18.571236 -0.3 0.5 0.1 0.164
H -13.859733 -5.963328 16.447480 -0.4 0.4 0.0 -1.022
H -14.469300 -4.779848 17.635818 -0.5 -0.6 -0.5 -0.009
H -19.078577 -6.379657 13.654182 0.1 0.6 -0.1 0.734
H -19.978876 -6.924746 15.072311 0.2 0.1 0.0 0.753
H -18.487999 -9.765743 16.298245 -0.8 0.1 0.0 -0.902
H -20.086848 -10.397350 16.843046 0.3 0.5 0.1 0.788
H -19.790306 -8.609910 16.756729 0.1 -0.4 0.0 0.291
H -19.257708 -11.584994 14.413495 0.2 -0.2 -0.1 0.184
H -20.628277 -11.124333 13.396450 0.1 -0.4 0.0 0.266
H -20.887549 -11.745183 15.034189 0.0 0.5 0.1 0.503
H -21.535848 -7.979745 14.331220 0.0 0.1 0.2 0.315
H -21.912354 -8.900517 15.826723 0.1 0.3 -0.4 0.381
H -22.260459 -9.560251 14.271081 0.2 -0.2 -0.3 0.387
H -18.480329 -6.607763 11.829697 -0.6 -0.4 -0.4 0.354
H -20.274579 -6.464456 11.886191 0.1 -0.3 0.2 0.383
H -19.501869 -7.051743 10.452047 0.1 -0.1 -0.4 0.524
H -17.551636 -9.101061 11.113767 0.3 0.1 0.1 0.062
H -18.891509 -9.690410 10.096831 0.1 0.5 1.0 0.416
H -18.515040 -10.523005 11.597768 0.1 0.8 -0.2 0.348
H -21.692640 -8.432241 12.194489 -0.8 0.6 0.9 0.432
H -21.192866 -10.126426 11.982354 0.3 0.9 -0.1 0.297
H -21.147458 -8.934538 10.698395 0.0 -0.1 -0.7 0.582
H -19.656094 -4.418717 14.619902 0.1 0.3 0.1 0.531
H -19.255372 -2.044922 15.225242 -0.2 0.4 0.0 0.447
H -17.161379 -1.359953 16.407567 -0.1 -0.4 -0.1 0.405
H -15.465982 -3.008478 17.014959 0.0 -0.2 0.1 0.480
H -12.529228 -7.674984 20.876453 0.7 0.4 -0.4 0.283
H -11.206915 -6.455679 20.889942 0.0 0.0 0.1 0.477
H -11.176912 -7.725326 19.656824 -0.4 0.1 0.3 0.333
H -13.793791 -4.976162 20.849410 0.3 -0.1 0.1 0.279
H -13.641537 -4.114152 19.344880 0.0 0.0 -0.3 0.197
H -12.199161 -4.319344 20.334852 -0.3 0.3 0.3 0.595
H -11.319814 -6.568223 17.610544 0.0 -0.2 0.0 0.273
H -10.721182 -5.319802 18.698902 -0.2 0.0 -0.2 0.519
H -11.997420 -4.962364 17.491681 0.1 0.0 0.3 0.276
O -8.235648 -9.290146 12.445040 -0.8 0.3 -0.4 -0.461
C -9.308470 -9.112663 12.916657 0.1 0.1 0.8 0.558
S -10.400825 -7.592435 12.684573 0.7 -1.0 0.1 0.000
C -11.271059 -7.812620 14.172838 0.4 -3.0 1.8 0.296
C -11.078077 -9.111873 14.890214 0.1 3.2 -1.2 0.076
S -11.808438 -9.707793 16.380452 -0.2 0.7 -0.2 -0.303
S -10.076032 -10.240477 14.097313 1.6 -0.5 -0.9 0.071
S -12.568012 -6.779706 14.548723 -0.5 -0.2 -0.1 -0.420
I -13.426685 -11.933479 13.294398 0.3 0.5 0.0 -0.309
I -15.852086 -12.444660 9.497944 0.4 0.8 0.3 -0.733
C -16.325081 -12.493697 15.800725 0.4 -0.1 0.8 -1.324
C -15.870078 -11.765621 17.105668 -0.8 -0.6 -0.7 1.639
C -17.039410 -11.369830 17.985690 -0.7 -0.2 0.5 -0.472
C -14.967401 -12.642946 17.961381 -1.3 -0.9 -0.2 -2.126
N -15.034891 -10.604210 16.867953 2.5 0.9 -1.0 -0.027
N -15.157229 -9.774171 15.654260 -0.9 -0.6 1.8 0.697
H -16.937278 -13.326311 16.167576 0.1 0.0 -0.5 0.571
H -15.457025 -12.866149 15.211804 -0.7 0.2 0.5 0.050
H -16.953328 -11.881793 15.138648 0.0 0.0 0.2 0.013
H -17.765325 -12.191162 18.111954 0.3 0.1 -0.2 0.575
H -17.587584 -10.547540 17.534757 0.1 0.1 0.4 -0.476
H -16.700581 -11.128369 19.013639 -0.1 0.2 -0.7 0.292
H -15.634699 -13.411473 18.407876 0.6 0.4 0.0 0.422
H -14.544662 -12.002276 18.726999 0.3 -0.3 0.2 0.516
H -14.250982 -13.167521 17.344447 0.5 0.0 0.0 0.439
H -14.074824 -10.972445 16.777704 -0.6 0.5 0.3 0.047
H -15.585521 -8.904334 16.022955 0.3 0.2 -0.1 -0.915
H -15.920675 -10.137153 15.090763 -0.1 -0.3 -0.6 0.217
O -16.055920 -7.294249 12.421180 1.5 -0.7 -1.3 -0.546
C -15.135037 -8.058318 12.125092 -2.3 1.2 0.6 0.495
O -14.615055 -8.792086 13.078289 0.2 0.2 -1.9 0.599
C -14.653456 -8.165457 10.633177 -0.1 0.5 1.2 0.328
N -13.664453 -9.281230 10.360995 -0.3 1.1 -0.2 0.341
C -13.045564 -8.921373 9.021528 -0.5 -0.3 0.2 -0.636
C -12.961653 -7.375838 9.090112 0.0 0.5 -1.9 -0.527
C -13.959983 -6.845078 10.139711 0.0 -1.1 0.3 -0.669
H -15.539822 -8.333074 10.013755 0.2 -0.4 0.2 0.409
H -14.114506 -10.205243 10.367412 -0.5 -0.7 -0.3 -0.015
H -12.939266 -9.287999 11.071202 0.1 0.0 0.2 0.006
H -13.732591 -9.333922 8.255160 0.2 0.5 0.4 0.367
H -12.104986 -9.473194 8.906851 -0.1 0.4 0.2 0.403
H -13.217068 -6.974650 8.069261 0.2 -0.4 1.0 0.286
H -11.949826 -7.012350 9.271469 0.0 -0.2 0.2 0.321
H -14.696466 -6.168768 9.696988 0.1 -0.2 0.2 0.316
H -13.468538 -6.325960 10.978474 -0.1 -0.2 -0.3 0.342
```
Positions in Å, forces in eV/Å.

Charge ... +1
Kohn-Sham gap (spin up / spin down) ... 2.05 / 2.05 eV
F_max ... 5.179 eV/A